A molecular structure, C36H62BN2OsP2Te at a distorted geometry. Source: OMol25; level of theory: wB97M-V/def2-TZVPD.

Each line ends with the Löwdin charge.
Cartesian coordinates (Å):
H  1.112  -4.087  -3.227  0.101
H  1.678  3.453  -4.220  0.070
H  -4.258  2.861  -2.497  0.110
H  -1.862  -2.086  4.855  0.070
N  -2.216  1.177  -1.412  -0.019
H  1.312  2.255  -5.445  0.098
H  1.086  4.770  -2.856  0.066
P  0.378  1.704  -1.811  1.059
H  -1.298  -3.648  4.288  0.096
H  -1.690  2.957  -2.399  0.086
C  0.896  -4.886  -0.273  -0.054
Os  0.388  -0.006  -0.112  0.675
H  -3.020  -0.110  4.197  0.081
C  -5.823  2.096  -1.227  -0.087
H  2.382  2.473  2.387  -0.015
H  3.348  -2.648  -0.873  0.094
C  0.105  -3.077  2.209  -0.113
H  -0.332  2.453  4.171  0.103
C  -0.449  -2.028  3.172  -0.675
H  -1.078  3.516  -0.023  0.087
H  -0.369  0.476  -4.642  0.085
H  -3.284  1.479  2.232  0.087
H  4.628  -4.264  0.446  0.108
C  -1.376  0.882  3.129  -0.657
C  -0.085  1.615  3.513  -0.093
H  4.214  -0.241  -1.116  -0.015
C  -3.578  1.310  -1.164  -0.159
C  -0.797  -2.899  -1.542  -0.050
H  -5.515  -0.391  1.080  0.112
H  -1.886  2.029  1.313  0.046
C  1.031  2.610  -4.450  -0.074
B  -1.674  0.158  -0.568  -0.650
H  0.453  5.512  -1.404  0.096
H  1.148  -6.727  0.791  0.110
H  3.711  1.584  3.177  0.008
H  0.399  2.024  2.628  0.024
H  2.215  -2.712  -3.219  0.093
C  1.211  1.439  -3.472  -0.649
H  -1.530  0.022  5.142  0.070
H  2.651  2.662  -0.305  0.014
C  -6.171  1.191  -0.227  -0.085
H  2.114  -1.078  -1.713  0.010
H  0.631  0.983  4.035  0.067
H  -2.593  -2.182  1.181  0.091
H  0.291  -0.558  -3.384  0.037
H  -0.614  4.574  -2.427  0.073
C  -1.609  -2.652  3.963  -0.069
H  2.877  3.646  -1.757  0.075
C  2.844  -3.521  -0.477  -0.054
H  -1.508  1.499  -3.352  0.090
C  0.676  -1.644  4.138  -0.086
N  -2.787  -0.316  0.210  -0.028
H  4.373  1.441  -0.570  -0.002
P  -0.949  -0.604  2.072  1.080
C  0.398  4.618  -2.030  -0.072
C  2.715  1.188  -3.319  -0.075
C  2.286  3.532  -0.850  -0.086
H  3.538  -6.323  1.293  0.106
H  5.334  0.149  0.209  0.014
C  1.177  -3.012  -3.054  -0.029
C  -2.606  -1.111  1.396  -0.259
H  0.551  -2.520  -3.795  0.072
C  4.385  0.400  -0.256  -0.395
C  1.149  -1.283  -1.230  -0.314
C  0.545  0.210  -4.111  -0.089
C  -3.931  0.388  -0.158  -0.180
H  3.247  2.072  -2.973  0.066
H  -2.298  2.801  2.847  0.104
H  0.250  4.469  0.648  0.104
C  1.486  -3.715  -0.735  -0.207
H  -1.183  -2.796  -0.527  0.058
Te  2.828  0.073  1.162  1.269
C  3.272  1.873  2.226  -0.387
H  -2.519  1.445  4.846  0.098
H  0.244  2.708  0.829  0.027
H  -2.515  -2.782  3.370  0.075
H  -0.148  -5.084  -0.470  0.109
H  -1.081  -3.878  -1.928  0.092
H  -3.401  -0.930  2.123  0.095
H  0.351  -0.942  4.904  0.066
H  2.947  0.367  -2.642  0.037
H  -1.286  -2.141  -2.156  0.084
H  3.125  0.931  -4.299  0.099
H  -6.578  2.753  -1.637  0.104
C  0.792  3.418  -1.154  -0.655
C  1.631  -5.821  0.447  -0.070
H  -7.192  1.156  0.127  0.104
C  0.717  -2.710  -1.607  -0.518
C  2.969  -5.598  0.727  -0.079
C  -4.523  2.163  -1.713  -0.008
C  -2.151  0.518  4.399  -0.075
H  0.895  -2.664  1.579  0.049
C  3.577  -4.441  0.257  -0.065
C  -5.231  0.322  0.315  -0.015
H  3.993  2.436  1.638  0.010
C  0.001  3.527  0.152  -0.100
H  0.000  2.965  -4.514  0.086
H  2.459  4.422  -0.238  0.102
H  1.539  -1.225  3.617  0.035
H  -0.670  -3.494  1.564  0.075
H  1.014  -2.549  4.649  0.099
C  -1.404  1.907  -2.346  -0.236
H  1.227  -0.223  -4.846  0.100
H  0.537  -3.903  2.778  0.102
C  -2.261  1.844  2.319  -0.069

Summary:
Orbital gap (spin up / spin down) in eV: 6.895 / 6.895
ΔE to the lowest compared entry with this formula, charge and spin in eV: 0.000
Net charge: +1
Lowest unoccupied orbital energy (spin up / spin down) in eV: -3.06 / -3.06